(1)
Entry from the OMol25 dataset: a 6-piece molecular cluster, C42H58F4N2O19S2 overall at a distorted geometry (the ωB97M-V functional and the def2-TZVPD basis).

## Properties
**Lowest unoccupied orbital energy**: -1.48 eV
**HOMO-LUMO gap**: 7.28 eV
**M**: 1035.05 u
**2S+1**: 1
**Energy**: -4369.67404 Eh
**SMILES string**: O=S(=O)(F)c1c(-c2ccncc2)cc(COC(F)(F)F)c2c1Sc1ccccc1N2CCCO.CCOC(=O)OC.CCOC(=O)OC.CCOC(=O)OC.CCOC(=O)OC.CCOC(=O)OC

The geometry in XYZ format:
```
127
Properties=species:S:1:pos:R:3:forces:R:3:lowdin_charge:R:1
O 1.7444 0.6096 2.6586 -3.9 3.5 -0.2 -0.344
S 0.4419 1.3217 2.9772 3.1 -4.1 4.5 0.823
O -0.0331 0.7815 4.3037 0.0 2.5 -4.2 -0.305
F 0.7955 2.9593 3.2779 -1.0 -2.7 -1.2 -0.247
C -0.7879 1.1001 1.6161 -3.2 0.5 -3.8 -0.163
C -1.9404 0.0261 1.6579 -0.1 0.9 -1.2 -0.070
C -2.1323 -0.9603 2.8789 -0.7 -2.0 3.3 -0.150
C -3.3874 -0.9171 3.7761 2.6 -1.7 -0.2 -0.006
C -3.4999 -1.8575 4.9650 -0.3 0.4 -0.3 -0.130
N -2.6389 -2.8823 5.4503 1.2 4.0 -5.5 0.034
C -1.4985 -2.8934 4.5682 0.3 0.2 -0.5 -0.107
C -1.1457 -2.0405 3.3638 -2.7 1.0 0.8 0.006
C -2.9912 -0.0923 0.4917 3.3 2.9 0.1 0.073
C -2.8773 0.8542 -0.7288 1.4 0.0 2.1 -0.010
C -3.9570 0.6798 -1.9256 1.5 1.6 0.9 -0.100
O -4.1633 -0.7632 -2.0487 -3.1 0.2 -0.6 -0.024
C -5.4745 -1.0663 -2.4688 0.4 -1.1 -0.5 -0.432
F -5.6518 -0.5010 -3.7772 -0.3 -1.3 3.3 0.081
F -5.6191 -2.4857 -2.5681 0.6 4.0 0.1 0.083
F -6.4869 -0.6476 -1.5680 2.4 -0.6 -2.5 0.099
C -1.7538 1.9389 -0.8319 -1.1 -2.9 3.1 -0.132
C -0.7406 2.0279 0.3396 -1.7 -0.9 -0.3 -0.314
S 0.5895 3.3293 0.1619 -1.8 -0.1 -0.5 0.918
C -0.2802 4.6505 -0.8142 -2.1 1.6 -1.8 -0.382
C 0.0553 6.1756 -0.6280 -2.1 -0.1 -2.0 -0.060
C -0.6478 7.2996 -1.4708 -1.1 -4.9 -0.8 -0.055
C -1.7048 6.8055 -2.5157 1.3 -2.5 1.9 -0.063
C -2.0640 5.2911 -2.6657 2.5 0.6 2.3 0.007
C -1.3650 4.1598 -1.8218 0.5 4.9 0.1 -0.187
N -1.7445 2.7521 -2.0647 1.7 0.0 1.7 -0.105
C -0.7721 2.1184 -3.0582 1.7 1.0 -0.9 -0.144
C -1.3305 2.0871 -4.5598 -1.0 0.3 0.2 -0.134
C -1.9080 0.6672 -5.0452 0.0 0.2 -1.6 -0.242
O -1.3092 -0.4888 -4.4044 -1.7 0.8 0.6 -0.117
H -4.2262 -0.1776 3.5449 1.3 -1.2 0.5 0.106
H -4.4567 -1.7287 5.6011 1.7 -0.2 -1.2 0.109
H -0.7178 -3.7030 4.8374 -1.4 1.5 -0.5 0.109
H -0.1563 -2.1963 2.8153 -1.6 0.1 1.0 0.112
H -3.8149 -0.8739 0.5928 1.4 1.2 -0.2 0.123
H -3.5168 1.1484 -2.8870 -0.8 -1.0 1.5 0.117
H -4.9139 1.2612 -1.6752 1.3 -1.1 -0.2 0.155
H 0.8349 6.5373 0.1409 -1.4 -1.0 -1.3 0.097
H -0.3974 8.4091 -1.3466 -0.4 -2.0 -0.1 0.093
H -2.2758 7.5307 -3.1940 1.1 -1.1 1.2 0.088
H -2.8345 4.9475 -3.4295 1.1 0.7 1.2 0.087
H -0.3826 1.1230 -2.6619 -0.8 1.2 -0.7 0.131
H 0.1408 2.8327 -3.0672 -1.3 -1.3 0.0 0.132
H -0.5819 2.5091 -5.3335 -1.0 -0.9 1.5 0.122
H -2.2235 2.8259 -4.5896 1.4 -1.1 0.0 0.108
H -3.0576 0.5859 -5.0016 1.7 0.3 0.2 0.115
H -1.6482 0.5795 -6.1710 -0.5 0.1 1.8 0.127
H -2.0048 -0.8039 -3.7725 1.1 0.2 -0.7 0.092
C 1.1050 -2.2110 -3.4953 0.2 0.2 0.0 -0.071
C 0.8419 -3.2089 -2.3830 -0.3 0.1 -0.6 -0.209
O 1.9086 -3.2143 -1.4264 0.0 0.2 0.5 0.034
C 1.9310 -2.1734 -0.5773 0.4 -0.1 -0.1 -0.582
O 1.1439 -1.2564 -0.5507 0.1 -0.3 0.1 0.109
O 3.0039 -2.3120 0.2196 -0.5 -0.1 -0.5 0.007
C 3.2083 -1.2086 1.1039 0.1 0.1 0.4 -0.046
H 2.0783 -2.3991 -3.9565 -0.1 -0.1 0.0 0.085
H 0.3296 -2.2747 -4.2611 0.1 0.0 0.1 0.066
H 1.1256 -1.1874 -3.1150 -0.1 -0.1 0.0 0.064
H 0.7962 -4.2155 -2.8059 0.2 0.0 0.3 0.123
H -0.1162 -3.0232 -1.8888 0.2 0.1 0.1 0.121
H 2.3146 -1.0025 1.6951 0.3 -0.2 -0.4 0.051
H 3.5049 -0.3254 0.5338 -0.2 0.0 0.1 0.093
H 4.0198 -1.4690 1.7851 0.0 -0.2 -0.2 0.103
C 0.3243 -9.4063 8.3100 -0.2 0.2 0.2 -0.070
C 1.2361 -8.6419 7.3684 0.2 -0.5 0.3 -0.217
O 0.5588 -7.5240 6.7817 0.1 0.5 0.1 0.029
C 0.3893 -6.4616 7.5869 -0.3 -0.1 -0.1 -0.586
O 0.7531 -6.3710 8.7339 0.0 0.0 -0.5 0.120
O -0.2884 -5.5245 6.9000 0.4 -0.4 0.2 -0.009
C -0.6330 -4.3774 7.6774 -0.2 0.6 0.1 -0.047
H -0.5969 -9.6984 7.7989 0.2 -0.1 -0.1 0.082
H 0.8230 -10.3025 8.6853 0.0 0.0 -0.1 0.079
H 0.0326 -8.7939 9.1659 0.2 0.0 -0.1 0.074
H 1.5320 -9.2956 6.5442 -0.1 0.3 -0.1 0.122
H 2.1536 -8.3166 7.8669 -0.2 0.1 0.0 0.124
H 0.2473 -3.9421 8.1550 -0.1 -0.2 0.0 0.100
H -1.3827 -4.6470 8.4243 0.2 0.0 0.0 0.104
H -1.0661 -3.6355 7.0017 0.1 -0.4 0.1 0.045
C 4.5079 2.3231 1.9759 0.1 -0.1 -0.2 -0.060
C 4.8663 3.7962 1.9232 -0.6 -0.3 0.2 -0.202
O 6.2384 3.9866 1.5520 0.2 0.2 -0.6 0.042
C 6.5160 3.8048 0.2522 0.3 -0.2 0.6 -0.570
O 5.7246 3.5031 -0.6118 0.4 -0.2 0.6 0.084
O 7.8372 3.9834 0.0811 -0.6 0.0 0.1 0.013
C 8.2885 3.7115 -1.2453 0.3 -0.1 -0.4 -0.031
H 5.1954 1.7838 2.6331 -0.1 0.1 0.1 0.092
H 3.4882 2.1884 2.3399 0.1 0.0 0.0 0.048
H 4.5823 1.8595 0.9895 -0.1 0.1 0.0 0.069
H 4.7488 4.2308 2.9188 0.3 0.1 -0.1 0.126
H 4.2062 4.3506 1.2498 0.2 -0.1 -0.1 0.121
H 7.7258 4.2877 -1.9822 0.0 -0.1 0.1 0.081
H 8.2118 2.6417 -1.4525 -0.1 0.1 0.0 0.102
H 9.3375 4.0024 -1.3082 -0.2 0.0 0.3 0.098
C -7.5814 -4.7655 -2.2415 -0.4 -0.1 0.0 -0.072
C -6.4498 -5.7760 -2.2250 0.0 0.5 -0.4 -0.212
O -6.6735 -6.7921 -1.2394 -0.1 -0.5 0.0 0.033
C -7.5874 -7.7217 -1.5629 0.0 0.2 0.2 -0.587
O -8.2190 -7.7741 -2.5899 0.3 -0.1 0.3 0.119
O -7.7014 -8.5701 -0.5252 0.2 0.3 -0.4 0.000
C -8.7240 -9.5500 -0.6949 -0.3 -0.4 0.0 -0.049
H -7.7392 -4.3497 -1.2427 0.2 0.1 -0.1 0.086
H -7.3607 -3.9526 -2.9345 0.0 -0.1 0.1 0.063
H -8.5233 -5.2272 -2.5458 0.2 0.0 -0.1 0.076
H -5.5208 -5.2714 -1.9484 -0.1 -0.3 0.2 0.118
H -6.2917 -6.2245 -3.2098 -0.2 -0.1 0.1 0.127
H -8.5955 -10.1004 -1.6291 -0.1 0.2 0.0 0.096
H -9.7059 -9.0729 -0.6614 0.1 -0.1 -0.2 0.099
H -8.6529 -10.2553 0.1339 0.2 0.2 0.0 0.093
C 6.4284 10.4326 -4.1621 -0.3 -0.1 0.1 -0.070
C 7.5669 9.4295 -4.1548 0.0 0.5 -0.3 -0.217
O 7.3557 8.4099 -3.1708 -0.1 -0.4 -0.1 0.029
C 6.4453 7.4745 -3.4916 -0.1 0.1 0.3 -0.586
O 5.8084 7.4212 -4.5154 0.3 0.0 0.3 0.120
O 6.3429 6.6228 -2.4557 0.2 0.4 -0.5 -0.004
C 5.3243 5.6337 -2.6203 -0.4 -0.4 0.2 -0.041
H 6.2738 10.8446 -3.1613 0.2 0.0 -0.1 0.082
H 6.6400 11.2497 -4.8550 0.0 0.0 0.1 0.079
H 5.4881 9.9649 -4.4622 0.2 0.0 -0.1 0.073
H 8.4941 9.9395 -3.8823 -0.1 -0.3 0.2 0.122
H 7.7221 8.9846 -5.1417 -0.2 -0.1 0.1 0.124
H 5.4505 5.0857 -3.5566 -0.1 0.2 0.0 0.105
H 4.3388 6.1043 -2.5799 0.1 0.0 -0.2 0.102
H 5.4063 4.9259 -1.7913 0.1 0.5 -0.4 0.054
```
Forces are in eV/Å.


(2)
Entry from the OMol25 dataset: C16H11F2OPS4Se2Sn as an isolated structure (the ωB97M-V functional and the def2-TZVPD basis).

## Properties
**Energy relative to the best compared isomer or geometry (same formula, charge and spin)**: 1.217 eV
**Lowest unoccupied orbital energy (spin up / spin down)**: -2.40 / -2.82 eV
**HOMO-LUMO gap (spin up / spin down)**: 5.73 / 5.24 eV
**M**: 693.13 u
**2S+1**: 1
**Energy**: -7842.55666 Eh

The geometry in XYZ format:
```
38
Properties=species:S:1:pos:R:3:forces:R:3:nbo_charge:R:1
Sn -1.8838 1.9468 -0.6199 -0.2 -0.3 0.7 0.902
Se 2.2297 2.0844 -0.1832 -0.2 0.0 0.0 -0.440
P 1.4269 0.1670 0.0843 0.1 -0.1 -0.1 0.979
Se -0.7795 -0.1003 0.4848 -0.1 0.1 -0.1 -0.369
C 1.7073 -0.8201 -1.4311 0.0 -0.1 0.0 -0.408
C 0.7983 -0.6562 -2.4757 0.0 -0.1 0.0 -0.182
C 1.0118 -1.2511 -3.7072 0.0 0.0 0.0 -0.194
C 2.1438 -2.0256 -3.9192 0.0 0.0 0.0 -0.195
C 3.0657 -2.1771 -2.8980 0.0 0.0 0.0 -0.221
C 2.8572 -1.5700 -1.6669 0.0 0.1 0.0 -0.132
C 2.0311 -0.6331 1.6105 0.1 0.0 0.0 -0.307
C 1.5736 -0.0521 2.7963 0.1 0.1 0.0 -0.209
C 2.0338 -0.4969 4.0229 0.0 0.0 0.0 -0.196
C 2.9628 -1.5266 4.0880 0.0 0.0 0.0 -0.193
C 3.4234 -2.1072 2.9194 0.0 0.0 0.0 -0.208
C 2.9619 -1.6644 1.6863 -0.1 -0.1 0.0 -0.217
H -0.0879 -0.0539 -2.3278 0.0 0.0 0.0 0.209
H 0.2924 -1.1091 -4.5029 0.0 0.0 0.0 0.217
H 2.3105 -2.4973 -4.8786 0.0 0.0 0.0 0.218
H 3.9632 -2.7602 -3.0581 0.0 0.0 0.0 0.218
H 3.6257 -1.6610 -0.9188 0.1 0.1 0.0 0.203
H 0.8642 0.7649 2.7556 0.0 0.0 0.0 0.236
H 1.6644 -0.0379 4.9304 0.0 0.0 0.0 0.218
H 3.3290 -1.8704 5.0465 0.0 0.0 0.0 0.217
H 4.1454 -2.9123 2.9591 0.0 0.0 0.0 0.217
H 3.3310 -2.1528 0.8027 0.0 0.0 0.0 0.212
O -8.8082 1.0324 -0.8807 -0.1 0.0 0.0 -0.528
C -7.6215 1.1022 -0.7780 0.0 0.0 0.0 0.204
S -6.4832 0.2114 -1.8086 -0.1 0.1 0.0 0.372
C -5.0226 0.7417 -1.0092 -0.3 0.4 0.4 -0.456
C -5.1789 1.6526 0.0330 0.0 -0.5 -0.5 -0.386
S -3.9151 2.4427 0.8405 0.3 0.1 -0.1 -0.060
S -6.8033 2.1168 0.4388 -0.1 0.0 0.0 0.381
S -3.5438 0.1569 -1.5560 0.5 0.2 -0.1 0.055
F -0.5632 3.2279 1.7577 0.1 0.1 0.0 -0.335
C -1.0414 3.7193 0.6008 -0.1 -0.2 -0.6 0.360
F -0.0963 4.4282 -0.0278 0.0 0.1 0.2 -0.331
H -1.9246 4.3403 0.7902 0.0 0.1 0.1 0.149
```
Forces are in eV/Å.


What did the second record say?
Entry from the OMol25 dataset: C16H11F2OPS4Se2Sn as an isolated structure (the ωB97M-V functional and the def2-TZVPD basis).

## Properties
**Energy relative to the best compared isomer or geometry (same formula, charge and spin)**: 1.217 eV
**Lowest unoccupied orbital energy (spin up / spin down)**: -2.40 / -2.82 eV
**HOMO-LUMO gap (spin up / spin down)**: 5.73 / 5.24 eV
**M**: 693.13 u
**2S+1**: 1
**Energy**: -7842.55666 Eh

The geometry in XYZ format:
```
38
Properties=species:S:1:pos:R:3:forces:R:3:nbo_charge:R:1
Sn -1.8838 1.9468 -0.6199 -0.2 -0.3 0.7 0.902
Se 2.2297 2.0844 -0.1832 -0.2 0.0 0.0 -0.440
P 1.4269 0.1670 0.0843 0.1 -0.1 -0.1 0.979
Se -0.7795 -0.1003 0.4848 -0.1 0.1 -0.1 -0.369
C 1.7073 -0.8201 -1.4311 0.0 -0.1 0.0 -0.408
C 0.7983 -0.6562 -2.4757 0.0 -0.1 0.0 -0.182
C 1.0118 -1.2511 -3.7072 0.0 0.0 0.0 -0.194
C 2.1438 -2.0256 -3.9192 0.0 0.0 0.0 -0.195
C 3.0657 -2.1771 -2.8980 0.0 0.0 0.0 -0.221
C 2.8572 -1.5700 -1.6669 0.0 0.1 0.0 -0.132
C 2.0311 -0.6331 1.6105 0.1 0.0 0.0 -0.307
C 1.5736 -0.0521 2.7963 0.1 0.1 0.0 -0.209
C 2.0338 -0.4969 4.0229 0.0 0.0 0.0 -0.196
C 2.9628 -1.5266 4.0880 0.0 0.0 0.0 -0.193
C 3.4234 -2.1072 2.9194 0.0 0.0 0.0 -0.208
C 2.9619 -1.6644 1.6863 -0.1 -0.1 0.0 -0.217
H -0.0879 -0.0539 -2.3278 0.0 0.0 0.0 0.209
H 0.2924 -1.1091 -4.5029 0.0 0.0 0.0 0.217
H 2.3105 -2.4973 -4.8786 0.0 0.0 0.0 0.218
H 3.9632 -2.7602 -3.0581 0.0 0.0 0.0 0.218
H 3.6257 -1.6610 -0.9188 0.1 0.1 0.0 0.203
H 0.8642 0.7649 2.7556 0.0 0.0 0.0 0.236
H 1.6644 -0.0379 4.9304 0.0 0.0 0.0 0.218
H 3.3290 -1.8704 5.0465 0.0 0.0 0.0 0.217
H 4.1454 -2.9123 2.9591 0.0 0.0 0.0 0.217
H 3.3310 -2.1528 0.8027 0.0 0.0 0.0 0.212
O -8.8082 1.0324 -0.8807 -0.1 0.0 0.0 -0.528
C -7.6215 1.1022 -0.7780 0.0 0.0 0.0 0.204
S -6.4832 0.2114 -1.8086 -0.1 0.1 0.0 0.372
C -5.0226 0.7417 -1.0092 -0.3 0.4 0.4 -0.456
C -5.1789 1.6526 0.0330 0.0 -0.5 -0.5 -0.386
S -3.9151 2.4427 0.8405 0.3 0.1 -0.1 -0.060
S -6.8033 2.1168 0.4388 -0.1 0.0 0.0 0.381
S -3.5438 0.1569 -1.5560 0.5 0.2 -0.1 0.055
F -0.5632 3.2279 1.7577 0.1 0.1 0.0 -0.335
C -1.0414 3.7193 0.6008 -0.1 -0.2 -0.6 0.360
F -0.0963 4.4282 -0.0278 0.0 0.1 0.2 -0.331
H -1.9246 4.3403 0.7902 0.0 0.1 0.1 0.149
```
Forces are in eV/Å.


- Which of these has the lowest energy?
  C16H11F2OPS4Se2Sn


Copy entry 2 word for word.
Entry from the OMol25 dataset: C16H11F2OPS4Se2Sn as an isolated structure (the ωB97M-V functional and the def2-TZVPD basis).

## Properties
**Energy relative to the best compared isomer or geometry (same formula, charge and spin)**: 1.217 eV
**Lowest unoccupied orbital energy (spin up / spin down)**: -2.40 / -2.82 eV
**HOMO-LUMO gap (spin up / spin down)**: 5.73 / 5.24 eV
**M**: 693.13 u
**2S+1**: 1
**Energy**: -7842.55666 Eh

The geometry in XYZ format:
```
38
Properties=species:S:1:pos:R:3:forces:R:3:nbo_charge:R:1
Sn -1.8838 1.9468 -0.6199 -0.2 -0.3 0.7 0.902
Se 2.2297 2.0844 -0.1832 -0.2 0.0 0.0 -0.440
P 1.4269 0.1670 0.0843 0.1 -0.1 -0.1 0.979
Se -0.7795 -0.1003 0.4848 -0.1 0.1 -0.1 -0.369
C 1.7073 -0.8201 -1.4311 0.0 -0.1 0.0 -0.408
C 0.7983 -0.6562 -2.4757 0.0 -0.1 0.0 -0.182
C 1.0118 -1.2511 -3.7072 0.0 0.0 0.0 -0.194
C 2.1438 -2.0256 -3.9192 0.0 0.0 0.0 -0.195
C 3.0657 -2.1771 -2.8980 0.0 0.0 0.0 -0.221
C 2.8572 -1.5700 -1.6669 0.0 0.1 0.0 -0.132
C 2.0311 -0.6331 1.6105 0.1 0.0 0.0 -0.307
C 1.5736 -0.0521 2.7963 0.1 0.1 0.0 -0.209
C 2.0338 -0.4969 4.0229 0.0 0.0 0.0 -0.196
C 2.9628 -1.5266 4.0880 0.0 0.0 0.0 -0.193
C 3.4234 -2.1072 2.9194 0.0 0.0 0.0 -0.208
C 2.9619 -1.6644 1.6863 -0.1 -0.1 0.0 -0.217
H -0.0879 -0.0539 -2.3278 0.0 0.0 0.0 0.209
H 0.2924 -1.1091 -4.5029 0.0 0.0 0.0 0.217
H 2.3105 -2.4973 -4.8786 0.0 0.0 0.0 0.218
H 3.9632 -2.7602 -3.0581 0.0 0.0 0.0 0.218
H 3.6257 -1.6610 -0.9188 0.1 0.1 0.0 0.203
H 0.8642 0.7649 2.7556 0.0 0.0 0.0 0.236
H 1.6644 -0.0379 4.9304 0.0 0.0 0.0 0.218
H 3.3290 -1.8704 5.0465 0.0 0.0 0.0 0.217
H 4.1454 -2.9123 2.9591 0.0 0.0 0.0 0.217
H 3.3310 -2.1528 0.8027 0.0 0.0 0.0 0.212
O -8.8082 1.0324 -0.8807 -0.1 0.0 0.0 -0.528
C -7.6215 1.1022 -0.7780 0.0 0.0 0.0 0.204
S -6.4832 0.2114 -1.8086 -0.1 0.1 0.0 0.372
C -5.0226 0.7417 -1.0092 -0.3 0.4 0.4 -0.456
C -5.1789 1.6526 0.0330 0.0 -0.5 -0.5 -0.386
S -3.9151 2.4427 0.8405 0.3 0.1 -0.1 -0.060
S -6.8033 2.1168 0.4388 -0.1 0.0 0.0 0.381
S -3.5438 0.1569 -1.5560 0.5 0.2 -0.1 0.055
F -0.5632 3.2279 1.7577 0.1 0.1 0.0 -0.335
C -1.0414 3.7193 0.6008 -0.1 -0.2 -0.6 0.360
F -0.0963 4.4282 -0.0278 0.0 0.1 0.2 -0.331
H -1.9246 4.3403 0.7902 0.0 0.1 0.1 0.149
```
Forces are in eV/Å.